1.
The following is a DFT calculation (ωB97M-V/def2-TZVPD) of 8 unconnected molecules or ions with the total composition C48H53F2N7O2Si.

For the total energy, the calculation gives -2883.6384 Eh. The highest occupied orbital energy comes out at -0.325 Eh. Its relative energy (zero: lowest compared OMol25 entry of this formula, charge and spin) is 563.2 kJ/mol. The gap between HOMO and LUMO is 9.1143 eV. Its SMILES is C[Si](C)(CCC(F)(F)COC=O)c1ccccc1.c1ccncc1.c1ccncc1.c1ccncc1.c1ccncc1.c1ccncc1.c1ccncc1.c1ccncc1. For the molar mass, the calculation gives 826.1 g mol⁻¹. As for the max |F|: 5.10 eV/A.

XYZ file:
```
113
Properties=species:S:1:pos:R:3:mulliken_charge:R:1
C 0.41619 2.34128 6.33896 -1.11
Si 0.40500 1.95306 4.43001 0.10
C 2.12152 1.19007 4.04895 -0.80
C 0.03876 3.60759 3.52615 -0.31
C 1.31998 4.36127 2.91083 -1.10
C 1.51083 4.19275 1.33108 1.51
F 0.54264 3.35709 0.69290 -0.28
F 1.44184 5.48463 0.67093 -0.34
C 2.97847 3.62017 0.96799 -1.20
O 3.11919 2.19869 1.19281 -0.19
C 2.85343 1.43875 0.02199 0.28
O 3.33346 1.64345 -1.11209 -0.52
C -1.05342 0.76113 3.94824 1.00
C -2.25929 0.62068 4.91771 -0.32
C -3.42387 -0.31764 4.45438 -0.62
C -3.28440 -1.05325 3.05492 -0.51
C -2.07320 -0.91882 2.09902 -0.57
C -0.91635 0.03763 2.56774 0.05
H 0.54699 3.48953 6.40304 0.31
H 1.30776 1.80605 6.84464 0.28
H -0.56276 2.05289 6.84973 0.27
H 2.48365 0.55715 4.94377 0.36
H 2.10432 0.48835 3.13330 0.14
H 2.94208 1.99175 3.89594 0.23
H -0.39746 4.32063 4.32874 0.47
H -0.81881 3.45080 2.77364 -0.07
H 2.28954 4.08726 3.46325 0.30
H 1.15658 5.49004 3.09904 0.37
H 3.23177 3.95933 -0.09069 0.39
H 3.71983 4.14017 1.68512 0.34
H 2.15536 0.52501 0.14408 0.37
H -2.30240 1.16843 5.91106 0.14
H -4.32642 -0.40776 5.15166 0.34
H -4.14423 -1.71891 2.72102 0.38
H -2.00339 -1.44314 1.08046 0.37
H 0.01749 0.22709 1.93135 -0.03
C -2.16701 3.01327 -1.21185 -0.24
C -3.20307 2.74602 -2.09511 -0.59
C -4.42322 2.34639 -1.57286 -0.51
N -4.66174 2.19858 -0.25985 -0.60
C -3.64167 2.46176 0.57276 -0.25
C -2.38666 2.87017 0.15053 0.35
H -1.19739 3.32975 -1.58158 0.50
H -3.06661 2.84600 -3.16496 0.42
H -5.26505 2.12885 -2.22258 0.53
H -3.86106 2.33183 1.62805 0.42
H -1.60225 3.07029 0.86679 0.06
C -1.76730 -4.82259 6.71172 -0.41
C -0.61703 -4.55298 7.44010 -0.33
C 0.10645 -3.41396 7.12630 -0.35
N -0.23845 -2.55266 6.15150 -0.28
C -1.35888 -2.83947 5.45964 -0.40
C -2.14982 -3.95103 5.70180 -0.52
H -2.36048 -5.70418 6.92938 0.40
H -0.29040 -5.21254 8.23448 0.40
H 1.01047 -3.15841 7.67005 0.36
H -1.61761 -2.13003 4.68221 0.61
H -3.04201 -4.13156 5.11516 0.42
C -3.14873 -1.34646 -3.64614 -0.54
C -3.57194 -2.45365 -4.36772 -0.33
C -4.90280 -2.82807 -4.27236 -0.35
N -5.80876 -2.18391 -3.51854 -0.57
C -5.37232 -1.11723 -2.82932 -0.38
C -4.06442 -0.66077 -2.86024 -0.01
H -2.11493 -1.02097 -3.69551 0.44
H -2.88375 -3.01292 -4.99068 0.54
H -5.28242 -3.68474 -4.81981 0.38
H -6.12425 -0.61691 -2.22686 0.43
H -3.76881 0.20719 -2.28473 0.38
C -1.82497 -3.27715 -10.28925 -0.14
C -2.28851 -2.25080 -9.47933 -0.64
C -2.40545 -2.49027 -8.11965 0.01
N -2.09901 -3.66301 -7.53777 -0.30
C -1.65468 -4.63909 -8.34562 -0.22
C -1.49958 -4.49736 -9.71493 -0.48
H -1.71856 -3.12774 -11.35823 0.36
H -2.55277 -1.28621 -9.89440 0.35
H -2.76079 -1.71794 -7.44478 0.35
H -1.41684 -5.57538 -7.85089 0.36
H -1.13446 -5.31981 -10.31727 0.35
C 3.62666 -4.84353 3.23462 -0.40
C 3.21032 -5.94321 2.49790 -0.35
C 1.87721 -6.31388 2.57042 -0.27
N 0.96249 -5.67296 3.31600 -0.49
C 1.39199 -4.61308 4.02076 -0.18
C 2.70208 -4.16129 4.01245 -0.52
H 4.66203 -4.52137 3.20308 0.38
H 3.90519 -6.49952 1.88105 0.37
H 1.50283 -7.16473 2.01030 0.37
H 0.63349 -4.11534 4.61608 0.68
H 2.99211 -3.29860 4.59959 0.43
C 6.66278 -1.27738 -1.16771 -0.35
C 5.91382 -0.29200 -1.79458 -0.06
C 5.86853 -0.28502 -3.17942 -0.29
N 6.51098 -1.17513 -3.95288 -0.54
C 7.22974 -2.11669 -3.32102 -0.25
C 7.33552 -2.21140 -1.94282 -0.32
H 6.72201 -1.31715 -0.08526 0.38
H 5.37739 0.45286 -1.22161 0.31
H 5.29398 0.46333 -3.71545 0.40
H 7.74009 -2.82131 -3.97000 0.34
H 7.92881 -2.99436 -1.48693 0.36
C 0.86968 6.10654 -4.74902 -0.41
C -0.29422 6.78415 -5.08240 -0.31
C -1.09922 7.24909 -4.05471 -0.31
N -0.82119 7.07925 -2.75216 -0.53
C 0.31012 6.41876 -2.45694 -0.33
C 1.18259 5.91840 -3.41039 -0.26
H 1.52658 5.72841 -5.52493 0.37
H -0.56991 6.94798 -6.11677 0.38
H -2.01784 7.78742 -4.26465 0.38
H 0.50913 6.29375 -1.39764 0.63
H 2.08307 5.39455 -3.11425 0.38
```

---

2.
The following is a DFT calculation (ωB97M-V/def2-TZVPD) of a molecular structure, C48H53I2N4O4S5SiTa.

For the total energy, the calculation gives -5313.5608 Eh. The highest occupied orbital energy comes out at -0.468 Eh. Its relative energy (zero: lowest compared OMol25 entry of this formula, charge and spin) is 55.5 kJ/mol. The gap between HOMO and LUMO is 6.2548 eV. For the molar mass, the calculation gives 1373.2 g mol⁻¹. The total charge is +2. As for the max |F|: 0.73 eV/A.

XYZ file:
```
118
Properties=species:S:1:pos:R:3:mulliken_charge:R:1
Ta 0.03918 0.31156 -0.69977 -0.04
C 2.84576 -0.24363 -3.50845 -1.15
C 1.42875 -0.69919 -3.62271 0.12
N 0.98500 -1.63139 -2.85903 0.32
N -0.19647 -2.24240 -3.21781 -0.83
C -1.30989 -2.10283 -2.63703 0.76
S -1.85348 -1.02563 -1.32035 -0.64
S -2.65534 -3.15519 -3.17854 -0.12
C -2.88090 -2.53679 -4.86847 -1.10
C -3.63332 -1.23440 -5.04870 0.53
C -3.70080 -0.71043 -6.33901 -0.31
C -4.38757 0.46525 -6.59216 -0.75
C -5.00969 1.14573 -5.55239 -0.44
C -4.95412 0.62735 -4.26865 -0.90
C -4.27503 -0.56083 -4.01869 -0.09
C 0.51798 0.09461 -4.47958 0.92
C 0.40435 0.08004 -5.85798 -0.77
C -0.49907 0.93447 -6.48098 -0.94
C -1.28574 1.79658 -5.73314 -0.63
C -1.18618 1.82775 -4.34800 -0.93
C -0.28107 0.97735 -3.74990 0.21
O -0.10936 1.00705 -2.38608 0.32
H 3.40846 -0.85128 -2.80412 0.21
H 2.89526 0.81597 -3.23975 0.21
H 3.31265 -0.33283 -4.49329 0.55
H -3.39839 -3.35192 -5.37782 0.59
H -1.88987 -2.47480 -5.31945 0.29
H -3.22214 -1.24118 -7.15579 0.46
H -4.44552 0.84902 -7.60296 0.44
H -5.54958 2.06312 -5.74853 0.42
H -5.45790 1.13761 -3.45725 0.46
H -4.25900 -0.97040 -3.01736 0.56
H 1.01248 -0.59626 -6.44519 0.54
H -0.58476 0.92629 -7.55916 0.48
H -1.98720 2.45364 -6.22763 0.55
H -1.79627 2.49049 -3.74888 0.58
S 4.18752 4.15741 1.20858 0.14
C 5.60881 5.09232 1.31136 -0.49
C 6.69119 4.42364 0.82908 -0.66
C 6.36549 3.12311 0.37377 -0.69
C 5.03576 2.82946 0.50649 0.23
C 4.35882 1.57524 0.18397 0.52
C 2.96393 1.55443 0.02507 0.20
N 2.24104 0.45671 -0.19785 1.08
C 2.91168 -0.73178 -0.20225 -0.87
C 4.30455 -0.80903 -0.14431 1.59
C 4.92690 -2.10082 -0.19584 -1.17
C 4.18056 -3.22434 -0.20142 -1.36
C 2.74943 -3.15704 -0.13871 0.92
C 1.93631 -4.29408 -0.01421 -1.13
C 0.57557 -4.15159 0.14924 1.02
C 0.05712 -2.84376 0.11705 -0.80
N 0.77861 -1.75609 -0.09303 1.38
C 2.13168 -1.91104 -0.17028 -0.21
C -0.34762 -5.26764 0.32944 0.05
C -1.71640 -5.24952 0.23475 -0.40
C -2.29819 -6.52192 0.44414 -0.80
C -1.36640 -7.48285 0.69491 -0.39
S 0.21700 -6.85591 0.67684 -0.19
C 5.02718 0.37705 0.02793 -0.96
H 5.56951 6.08904 1.72122 0.46
H 7.68551 4.84374 0.79967 0.43
H 7.09628 2.44900 -0.05194 0.43
H 2.42607 2.48232 0.09574 -0.96
H 6.00827 -2.15129 -0.20237 0.57
H 4.65007 -4.19977 -0.21889 0.52
H 2.39593 -5.27592 -0.02794 0.54
H -1.00157 -2.69350 0.25718 0.28
H -2.30181 -4.37067 -0.00470 0.56
H -3.35983 -6.71689 0.40411 0.42
H -1.52731 -8.53143 0.88994 0.47
H 6.10686 0.33188 0.10138 0.49
C 2.38416 0.35742 3.39052 -1.18
C 1.10429 -0.45630 3.38404 1.76
C 1.36156 -1.93264 3.13403 -1.34
C 0.35640 -0.28895 4.69953 -1.89
O 0.24387 0.02317 2.27137 0.43
Si -0.87886 1.19428 2.51292 -0.83
S -1.62819 1.46497 0.45848 -0.71
O -2.11926 0.82328 3.43925 0.42
C -3.31671 -0.01150 3.42957 1.66
C -4.43803 0.78512 2.78618 -1.58
C -3.61997 -0.30058 4.88734 -1.68
C -3.02667 -1.29816 2.66651 -1.28
O -0.15871 2.57391 2.88565 0.86
C -0.54396 3.76330 3.64627 1.50
C -0.75622 3.38083 5.10084 -1.56
C 0.62408 4.72051 3.49266 -1.44
C -1.81247 4.32871 3.02660 -1.28
H 3.04095 -0.00680 4.18163 0.52
H 2.17452 1.41264 3.57007 -0.06
H 2.91797 0.25210 2.44660 0.06
H 1.83524 -2.36703 4.01433 0.61
H 2.02953 -2.09514 2.28970 0.05
H 0.42143 -2.46083 2.96209 0.22
H 0.99420 -0.64188 5.50964 0.66
H -0.56702 -0.87025 4.71083 0.31
H 0.11920 0.75707 4.90892 0.29
H -4.65670 1.67990 3.37010 0.36
H -5.34370 0.17885 2.73948 0.47
H -4.17747 1.07933 1.76870 0.23
H -3.72599 0.63043 5.44444 0.33
H -2.82441 -0.89333 5.34174 0.38
H -4.55241 -0.85995 4.96960 0.46
H -2.96335 -1.11701 1.59166 0.08
H -3.82058 -2.02542 2.83957 0.74
H -2.08630 -1.73608 3.01214 0.16
H 0.16780 3.00271 5.54194 0.32
H -1.54094 2.63060 5.19996 0.14
H -1.05698 4.26320 5.66751 0.58
H 1.54060 4.26269 3.86822 0.31
H 0.43766 5.63429 4.05772 0.47
H 0.76816 4.98472 2.44240 0.25
H -2.63691 3.61625 3.11400 0.13
H -1.65301 4.56174 1.97200 0.21
H -2.10535 5.24701 3.53620 0.55
I 0.15635 3.51586 -0.66558 0.39
I 2.02247 4.70599 -2.17095 -0.22
```